[1]
C33H57F9O13 | ωB97M-V with the def2-TZVPD basis set

CARTESIAN COORDINATES (ANGSTROEM)
F -22.646 1.045 -2.952
F -22.713 -7.129 -2.474
F -21.443 -5.376 -2.514
F -21.733 -10.499 -10.184
F -20.664 -7.257 -3.141
F -22.203 -8.994 -11.657
F -20.770 -0.095 -3.034
F -22.877 -8.738 -9.639
F -22.597 -1.180 -2.984
O -20.810 -3.706 -12.540
O -18.697 -5.671 -7.188
O -21.063 -3.211 -7.532
O -19.770 -8.716 -9.255
O -21.982 -6.937 0.082
O -23.385 -0.091 -5.324
O -21.136 -0.182 -5.664
O -25.283 -3.400 -8.504
O -22.954 -0.073 -13.112
O -20.916 -7.107 -10.396
O -19.849 -6.910 -0.531
O -27.002 -10.836 -6.867
O -25.090 -3.895 -13.120
C -18.861 -6.521 -11.397
C -26.057 -6.100 -12.919
C -19.644 -1.594 -12.353
C -26.438 -10.195 -6.027
C -23.840 -0.227 -6.695
C -23.555 1.074 -7.434
C -24.196 -3.687 -9.031
C -21.460 -6.716 -2.288
C -20.687 -8.329 -9.939
C -24.436 -0.526 -14.801
C -23.476 -2.779 -10.012
C -26.962 -8.833 -5.706
C -23.621 -5.678 -12.467
C -20.073 -3.624 -5.359
C -25.290 -10.615 -5.207
C -24.085 -0.335 -13.381
C -18.405 -7.764 -6.198
C -25.148 -0.121 -12.251
C -20.210 -2.959 -6.735
C -16.521 -6.073 -6.408
C -20.473 -2.643 -13.070
C -22.947 -7.336 2.283
C -23.558 -5.010 -8.532
C -21.875 -9.222 -10.363
C -19.070 -2.003 -6.989
C -17.946 -6.469 -6.618
C -21.017 -6.874 -0.819
C -21.667 -7.234 1.444
C -20.595 -2.431 -14.512
C -22.019 -0.058 -3.440
C -19.883 -6.039 -10.391
C -24.907 -5.077 -12.920
C -22.110 -0.169 -4.955
H -24.743 0.218 -11.306
H -27.826 -8.493 -6.347
H -24.416 -9.987 -5.288
H -19.771 -1.749 -11.292
H -16.197 -5.322 -7.150
H -16.472 -5.658 -5.382
H -22.512 1.110 -7.782
H -19.312 -6.898 -12.311
H -22.814 -5.339 -9.292
H -20.513 -5.213 -10.664
H -19.962 -0.611 -12.728
H -24.889 -1.523 -14.895
H -17.688 -8.514 -6.096
H -22.639 -2.335 -9.483
H -25.701 -10.504 -4.150
H -23.118 -3.300 -10.890
H -15.763 -6.913 -6.487
H -23.242 -0.973 -7.140
H -25.590 -1.060 -12.151
H -19.208 -1.412 -7.898
H -18.906 -1.347 -6.143
H -21.054 -8.136 1.532
H -25.883 -6.874 -13.700
H -26.093 -6.602 -11.938
H -19.572 -5.863 -9.367
H -27.176 -8.523 -4.702
H -20.806 -4.434 -5.331
H -18.845 -7.603 -5.197
H -24.950 -11.633 -5.362
H -19.596 -2.813 -14.826
H -19.154 -8.268 -6.861
H -18.606 -1.791 -12.627
H -23.012 -4.806 -7.549
H -18.190 -7.282 -11.029
H -23.724 1.884 -6.704
H -23.624 -8.116 1.955
H -19.067 -4.055 -5.198
H -25.078 0.249 -15.109
H -21.385 -2.967 -15.015
H -20.169 -2.851 -4.546
H -24.262 -2.048 -10.287
H -23.443 -0.634 -15.433
H -18.175 -2.583 -7.123
H -27.004 -5.615 -13.108
H -23.536 -6.779 -12.553
H -22.717 -5.100 -12.807
H -24.850 -0.588 -6.649
H -25.910 0.590 -12.634
H -24.293 -5.801 -8.531
H -26.100 -8.140 -6.043
H -24.160 1.204 -8.310
H -23.413 -6.397 2.083
H -22.739 -7.550 3.326
H -20.472 -1.352 -14.742
H -21.103 -6.370 1.758
H -18.157 -5.727 -11.753
H -23.602 -5.416 -11.414

Its energy above the lowest of the compared OMol25 structures with the same formula, charge and spin is 0.410 eV. As for the largest force on an atom: 0.07017 hartree/bohr. The total energy comes out at -3168.48567 Ha. The value obtained for the highest occupied orbital energy is -9.1 eV.

Mulliken population analysis, charges in e, atoms 1 to 99: F -0.256; F -0.272; F -0.266; F -0.245; F -0.235; F -0.256; F -0.235; F -0.244; F -0.263; O -0.485; O -0.455; O -0.327; O -0.616; O -0.241; O -0.381; O -0.527; O -0.674; O -0.554; O 0.004; O -0.537; O -0.538; O -0.526; C -1.383; C -1.299; C -1.152; C 0.851; C 0.416; C -1.260; C 0.519; C 0.988; C 0.175; C -1.079; C 0.036; C -0.901; C 0.133; C -1.027; C -1.093; C 0.992; C -0.878; C -1.053; C 1.187; C -1.301; C 0.962; C -1.201; C -0.031; C 0.910; C -1.509; C 0.983; C 0.305; C -0.205; C -1.397; C 0.932; C 0.990; C 0.691; C 0.362; H 0.118; H 0.288; H 0.309; H 0.174; H 0.314; H 0.302; H 0.279; H 0.334; H -0.539; H -0.063; H 0.384; H 0.266; H 0.462; H 0.268; H 0.291; H -0.009; H 0.400; H -0.227; H 0.336; H 0.277; H 0.399; H 0.333; H 0.335; H 0.322; H -0.296; H 0.345; H 0.149; H 0.056; H 0.299; H 0.392; H 0.125; H 0.382; H 0.154; H 0.412; H 0.345; H 0.319; H 0.221; H 0.399; H 0.302; H 0.265; H -0.138; H 0.203; H 0.329; H 0.360

[2]
C4H6O2 | ωB97M-V with the def2-TZVPD basis set

CARTESIAN COORDINATES (ANGSTROEM)
O 0.978 -0.233 1.460
O -0.248 0.122 -2.755
C 0.862 0.678 -0.690
C -1.135 -0.235 1.414
C 0.196 0.328 0.729
C 0.330 -0.252 -1.764
H 1.914 0.385 -0.508
H -0.978 -1.259 1.848
H 0.851 1.699 -1.089
H -1.903 -0.309 0.674
H -1.386 0.408 2.265
H 0.517 -1.332 -1.584

Its energy above the lowest of the compared OMol25 structures with the same formula, charge and spin is 2.628 eV. As for the largest force on an atom: 0.07197 hartree/bohr. The total energy comes out at -306.40973 Ha. The value obtained for the highest occupied orbital energy is -9.4 eV.

Partial atomic charges computed with the Mulliken method, in multiples of e: O -0.467; O -0.450; C -0.503; C -0.940; C 0.508; C 0.009; H 0.270; H 0.297; H 0.331; H 0.315; H 0.279; H 0.349

[3]
C40H109N7O11 | ωB97M-V with the def2-TZVPD basis set

CARTESIAN COORDINATES (ANGSTROEM)
O -0.484 -2.406 5.899
O -0.663 -1.606 -7.736
O -5.657 3.118 3.891
O 1.252 2.774 3.051
O -0.192 -1.665 0.576
O -3.944 1.934 -1.040
O -3.585 -4.114 1.848
O 4.203 0.043 -1.743
O 1.865 -3.870 -4.363
O 4.940 -1.284 3.265
O -0.422 3.241 -4.109
N 1.226 -1.136 3.805
N 5.428 2.572 0.579
N -2.454 4.930 -2.588
N -3.483 -4.115 -1.851
N 3.383 3.031 6.030
N -1.376 0.604 -5.640
N 0.574 -3.367 -1.661
C 0.513 -2.353 -7.809
C 3.987 3.370 3.725
C 0.166 3.682 3.017
C -3.746 3.213 2.538
C -1.327 -1.251 -4.055
C -3.082 2.701 -1.854
C -4.078 -4.223 -0.524
C 4.499 -0.223 -3.101
C -4.567 -5.658 -0.298
C 2.844 -2.868 -0.911
C 1.930 -3.010 -2.118
C -3.348 4.193 -1.681
C -5.149 2.658 2.612
C -4.150 0.611 -1.427
C 1.764 2.471 4.331
C -2.729 -2.378 6.714
C 4.515 1.491 0.147
C 2.603 -1.350 4.234
C 2.465 -4.033 -3.113
C -1.463 -1.554 6.495
C -1.006 0.408 1.449
C -3.110 -3.773 0.562
C -0.907 -0.781 -5.453
C 0.005 -0.266 0.544
C 1.268 3.309 -5.863
C 3.094 2.023 0.215
C 1.648 2.163 -3.635
C 5.573 -0.557 4.281
C -2.854 -3.434 2.856
C -1.721 -0.348 5.573
C 3.584 -0.928 3.106
C -6.048 3.200 1.499
C -1.381 -1.742 -6.527
C 2.857 3.441 4.719
C 0.996 3.324 -4.353
C 2.316 -4.854 -5.300
C -0.220 0.198 -0.906
C -4.794 4.623 -1.895
C 2.820 -2.809 4.621
C 4.943 1.142 -1.265
H -3.746 -6.297 0.037
H 6.608 -0.889 4.376
H -2.149 -0.750 4.650
H 0.112 -2.131 -0.221
H -0.738 0.088 5.391
H -0.098 -1.939 5.140
H 0.188 -0.794 -5.468
H -2.408 -1.416 -4.045
H -4.979 -3.603 -0.506
H 2.427 -5.030 -2.640
H 2.688 2.004 1.223
H 0.593 -0.144 -1.554
H 1.439 2.124 -2.569
H 4.862 4.002 3.900
H -2.058 2.500 -1.511
H 4.882 2.037 -1.901
H -3.053 -3.206 -1.993
H -1.049 -0.491 -3.327
H -0.338 1.281 -0.927
H 0.871 -2.355 -8.841
H -2.977 -2.974 5.839
H 5.121 2.900 1.488
H 1.042 -0.180 3.514
H -2.628 -3.009 7.596
H 2.426 -5.827 -4.816
H -1.103 -0.265 -1.354
H 3.206 -1.381 2.184
H -2.434 -1.623 -6.799
H 6.350 2.187 0.776
H 3.901 -2.970 4.656
H -3.065 2.458 -2.927
H -5.354 -5.663 0.452
H 3.279 -4.539 -5.704
H 0.447 4.569 2.450
H 4.414 2.360 3.780
H 5.081 -0.661 5.252
H 2.912 -0.800 5.129
H -7.105 3.300 1.753
H 6.022 0.912 -1.276
H -1.313 -2.769 -6.134
H -1.645 5.191 -2.030
H 1.538 -4.919 -6.057
H -0.821 0.292 2.520
H 4.404 0.658 -3.739
H 1.003 2.360 5.116
H -1.775 -3.541 2.713
H -0.816 -2.180 -3.797
H 0.580 3.972 -6.379
H -2.031 4.306 -3.272
H 4.311 3.387 6.220
H -2.799 -2.730 0.432
H 1.142 -1.711 2.967
H -5.491 3.972 -1.361
H 0.596 -4.224 -1.110
H -4.943 5.668 -1.638
H -5.715 4.187 1.176
H -0.728 3.215 2.596
H 1.050 0.013 0.726
H -3.552 -1.680 6.903
H -3.210 2.884 3.433
H 1.367 -1.927 -7.259
H 2.923 -3.864 -0.457
H 2.176 1.459 4.275
H -4.945 -6.078 -1.229
H -2.393 0.566 -5.652
H 2.428 -3.494 3.863
H 3.509 0.164 2.991
H 1.830 -2.059 -2.651
H -1.108 0.915 -6.571
H -0.137 3.976 4.028
H 3.686 3.516 2.691
H 2.431 -3.097 5.596
H 5.662 0.522 4.083
H 2.840 3.302 6.839
H 2.294 3.668 -5.987
H -5.975 2.530 0.639
H 2.738 2.184 -3.763
H -2.749 -4.796 -2.008
H 1.309 4.291 -3.958
H 2.482 4.461 4.875
H -1.122 -1.174 7.464
H 5.520 -0.614 -3.198
H 0.384 -3.384 -7.465
H -5.091 4.460 -2.938
H -2.412 0.384 5.986
H 1.204 2.287 -6.237
H -2.013 0.032 1.264
H -3.115 -3.850 3.827
H -4.807 0.126 -0.703
H -3.144 -2.377 2.851
H 2.388 -2.230 -0.156
H -5.122 1.567 2.677
H -3.227 0.011 -1.414
H 0.027 -3.640 -2.475
H 3.821 -2.484 -1.190
H -0.682 2.376 -4.459
H -0.961 1.480 1.250
H 3.566 -3.917 -3.181
H 2.975 2.972 -0.316
H -2.203 -4.390 0.413
H -3.122 4.397 -0.628
H -3.760 4.302 2.521
H 1.366 1.215 -4.107
H -6.605 3.251 3.817
H -4.583 0.503 -2.429
H -3.174 2.838 1.686
H 4.552 0.585 0.764
H 3.813 -1.014 -3.406
H 2.457 1.387 -0.416

Its energy above the lowest of the compared OMol25 structures with the same formula, charge and spin is 0.000 eV. As for the largest force on an atom: 0.03929 hartree/bohr. The total energy comes out at -2800.20998 Ha. The value obtained for the highest occupied orbital energy is -9.0 eV.

Mulliken population analysis, charges in e, atoms 1 to 99: O -0.578; O -0.385; O -0.568; O -0.103; O -0.267; O -0.052; O -0.479; O 0.066; O -0.081; O -0.492; O -0.449; N 1.013; N -0.796; N -0.649; N -0.618; N -0.717; N -0.369; N -0.735; C -0.653; C -1.121; C -0.545; C -0.784; C -0.629; C -0.619; C 0.474; C -0.688; C -1.489; C -1.416; C 1.094; C 0.606; C 0.521; C -0.423; C -0.268; C -1.114; C 1.702; C 0.291; C -1.242; C 0.569; C -0.708; C 0.064; C 0.554; C 2.463; C -1.404; C 0.281; C -0.153; C -0.644; C -0.366; C -0.815; C 0.998; C -0.984; C -0.873; C 0.926; C 0.266; C -0.801; C -1.321; C -1.610; C -1.856; C -1.333; H 0.319; H 0.352; H -0.058; H -0.216; H 0.108; H 0.272; H 0.005; H 0.543; H 0.253; H 0.450; H -0.448; H 0.101; H -0.164; H 0.503; H 0.096; H 0.389; H 0.091; H -0.229; H 0.651; H 0.323; H 0.060; H 0.183; H -0.444; H 0.368; H 0.352; H -0.277; H -0.494; H 0.376; H 0.368; H 0.453; H 0.407; H 0.326; H 0.296; H 0.289; H 0.060; H 0.295; H 0.486; H 0.510; H 0.358; H 0.357; H 0.339

[4]
C16H53N11O9 | ωB97M-V with the def2-TZVPD basis set

CARTESIAN COORDINATES (ANGSTROEM)
O 0.936 -2.233 3.633
O 3.805 -2.851 1.055
O -1.126 1.799 -3.323
O 2.995 -1.157 -2.973
O 1.367 -3.985 0.465
O 0.755 -1.629 -0.783
O -3.293 0.319 2.165
O 1.040 1.995 1.719
O -3.999 -2.052 -2.623
N 1.069 0.027 -3.294
N -2.671 -0.323 -1.798
N 3.780 -3.402 -1.074
N -1.797 -2.349 -2.231
N 3.199 0.652 -4.131
N 1.950 -1.728 5.590
N -1.053 2.890 -6.807
N 3.097 -1.592 3.547
N -2.288 -2.614 3.903
N -1.508 2.761 2.561
N 4.640 -1.424 -0.465
C 0.600 1.378 2.914
C -2.916 -1.595 -2.271
C -0.382 2.360 3.482
C -2.142 -1.504 2.940
C 0.682 3.357 -5.080
C 1.930 1.159 0.970
C -3.480 -0.881 2.901
C 1.910 -1.886 4.216
C -0.495 2.534 -5.506
C -1.602 2.570 -4.457
C -4.519 0.906 1.820
C -1.001 1.941 4.831
C -1.591 -2.003 1.696
C -0.996 2.536 -2.130
C 2.354 -0.190 -3.443
C 4.096 -2.574 -0.114
H -1.609 -3.320 3.741
H -3.875 -0.736 3.954
H 5.336 -0.984 0.093
H 1.922 -3.545 1.131
H 0.443 4.388 -4.880
H -2.527 2.116 -4.842
H 3.140 -2.117 2.695
H 3.956 -1.223 4.043
H -1.444 -0.774 3.328
H -5.124 1.008 2.724
H -0.925 -1.933 -1.935
H -0.256 3.296 -2.269
H 1.164 2.919 -4.189
H -1.736 3.642 -4.203
H 0.139 3.299 3.709
H -1.991 2.929 -1.938
H 0.708 -4.406 1.024
H -2.098 -2.291 4.830
H 0.193 0.418 2.730
H 1.075 -1.617 6.011
H -2.089 1.992 2.248
H -0.300 3.187 -7.427
H -1.348 2.805 5.475
H 2.767 -1.459 6.043
H -0.758 1.798 -1.386
H 3.292 -4.207 -0.717
H -0.819 -2.683 2.006
H -1.138 -1.176 1.161
H 1.887 1.526 -0.075
H 1.576 -1.580 -1.308
H -4.169 -1.572 2.301
H 1.415 3.446 -5.859
H 3.069 1.449 -4.735
H 1.539 0.128 0.952
H 0.545 -0.762 -2.961
H -3.399 0.261 -1.541
H -1.823 1.256 4.734
H -1.671 -3.141 -2.856
H 4.390 -1.237 -1.423
H 0.555 0.804 -3.606
H -5.026 0.406 0.963
H -0.154 1.489 -5.628
H -1.811 0.045 -1.977
H -4.338 1.937 1.452
H -1.654 3.704 -6.667
H 4.144 0.601 -3.777
H 0.775 -2.529 -0.400
H -2.443 -2.501 1.104
H 2.863 1.163 1.530
H 4.054 -3.160 -2.022
H -0.239 1.390 5.367
H -1.005 3.139 1.784
H 1.476 1.198 3.586

Its energy above the lowest of the compared OMol25 structures with the same formula, charge and spin is 0.000 eV. As for the largest force on an atom: 0.07414 hartree/bohr. The total energy comes out at -1920.96380 Ha. The value obtained for the highest occupied orbital energy is -8.7 eV.

Partial atomic charges computed with the Mulliken method, in multiples of e: O -0.476; O -0.889; O 0.102; O -0.787; O -0.750; O -0.461; O 0.066; O -0.446; O -0.699; N -0.018; N 0.056; N -0.278; N -0.165; N -0.381; N -0.471; N -0.744; N -0.245; N -0.771; N -0.711; N -0.217; C 0.488; C 0.520; C 0.149; C 1.913; C -1.344; C -0.327; C -1.197; C 0.637; C 0.926; C -0.927; C -0.991; C -1.278; C -0.849; C -0.920; C 0.463; C 0.460; H 0.289; H 0.308; H 0.214; H 0.360; H 0.321; H 0.222; H 0.131; H 0.202; H -0.708; H 0.372; H -0.004; H 0.498; H 0.203; H 0.498; H 0.415; H 0.373; H 0.260; H 0.297; H -0.678; H 0.224; H 0.392; H 0.267; H 0.301; H 0.129; H 0.032; H 0.262; H 0.193; H 0.015; H 0.142; H 0.096; H 0.305; H 0.406; H 0.157; H 0.032; H 0.216; H 0.182; H 0.198; H 0.219; H 0.164; H 0.017; H 0.311; H -0.081; H -0.075; H 0.253; H 0.280; H 0.208; H 0.445; H 0.158; H 0.347; H 0.197; H 0.353; H 0.317; H 0.322